{
  "formula": "C35H81ClO16",
  "method": "wB97M-V/def2-TZVPD",
  "species": ["O", "C", "C", "C", "C", "C", "C", "C", "Cl", "O", "H", "H", "H", "H", "H", "H", "H", "H", "H", "H", "H", "C", "O", "C", "C", "O", "C", "H", "H", "H", "H", "H", "H", "H", "H", "H", "H", "C", "O", "C", "C", "O", "C", "H", "H", "H", "H", "H", "H", "H", "H", "H", "H", "C", "O", "C", "C", "O", "C", "H", "H", "H", "H", "H", "H", "H", "H", "H", "H", "C", "O", "C", "C", "O", "C", "H", "H", "H", "H", "H", "H", "H", "H", "H", "H", "C", "O", "C", "C", "O", "C", "H", "H", "H", "H", "H", "H", "H", "H", "H", "H", "C", "O", "C", "C", "O", "C", "H", "H", "H", "H", "H", "H", "H", "H", "H", "H", "C", "O", "C", "C", "O", "C", "H", "H", "H", "H", "H", "H", "H", "H", "H", "H"],
  "xyz": [[2.620, 1.512, -1.373], [2.402, 0.324, -1.273], [3.259, -0.865, -1.697], [2.208, -1.944, -2.042], [0.888, -1.213, -1.740], [-0.256, -2.002, -1.183], [-1.565, -1.230, -1.066], [-2.239, -0.857, -2.376], [-1.619, 0.694, -3.033], [1.262, -0.221, -0.737], [3.880, -0.604, -2.542], [3.804, -1.173, -0.814], [2.221, -2.102, -3.117], [2.360, -2.892, -1.546], [0.667, -0.626, -2.628], [0.045, -2.245, -0.164], [-0.385, -2.947, -1.703], [-1.400, -0.311, -0.514], [-2.272, -1.857, -0.530], [-2.162, -1.612, -3.148], [-3.292, -0.681, -2.191], [-0.266, -2.839, 4.600], [0.692, -3.875, 4.723], [0.664, -4.800, 3.651], [1.771, -4.536, 2.656], [1.589, -3.314, 1.969], [2.403, -2.251, 2.439], [-0.038, -2.091, 5.357], [-0.224, -2.367, 3.615], [-1.277, -3.224, 4.776], [-0.307, -4.773, 3.145], [0.798, -5.800, 4.075], [1.753, -5.325, 1.897], [2.743, -4.565, 3.156], [3.448, -2.410, 2.146], [2.345, -2.147, 3.524], [2.043, -1.334, 1.975], [0.607, -6.197, -1.074], [1.677, -5.319, -1.366], [2.907, -5.702, -0.770], [3.834, -6.358, -1.767], [3.328, -7.605, -2.212], [2.730, -7.546, -3.494], [-0.225, -5.927, -1.723], [0.878, -7.239, -1.262], [0.289, -6.088, -0.031], [2.734, -6.369, 0.080], [3.380, -4.789, -0.392], [4.796, -6.549, -1.281], [4.010, -5.688, -2.614], [3.492, -7.422, -4.271], [2.007, -6.730, -3.564], [2.216, -8.491, -3.658], [0.787, 3.765, -7.180], [-0.588, 3.946, -7.461], [-1.017, 3.289, -8.642], [-1.743, 1.999, -8.333], [-0.878, 1.033, -7.760], [-1.007, 0.932, -6.353], [0.967, 4.140, -6.174], [1.070, 2.710, -7.221], [1.404, 4.333, -7.883], [-0.169, 3.093, -9.304], [-1.703, 3.966, -9.161], [-2.131, 1.579, -9.267], [-2.591, 2.197, -7.672], [-1.951, 0.451, -6.078], [-0.951, 1.912, -5.875], [-0.184, 0.317, -5.991], [-2.212, 3.654, -0.691], [-3.397, 4.350, -1.040], [-3.431, 5.654, -0.486], [-3.066, 6.709, -1.505], [-1.714, 6.591, -1.918], [-1.561, 5.956, -3.175], [-2.152, 2.746, -1.286], [-1.323, 4.258, -0.886], [-2.232, 3.375, 0.370], [-2.756, 5.711, 0.372], [-4.450, 5.840, -0.131], [-3.182, 7.698, -1.049], [-3.739, 6.650, -2.365], [-1.894, 6.614, -3.985], [-2.116, 5.016, -3.222], [-0.501, 5.747, -3.308], [-0.364, 6.829, 2.021], [-1.265, 6.706, 3.109], [-1.284, 5.408, 3.679], [-0.479, 5.337, 4.956], [0.907, 5.519, 4.718], [1.368, 6.820, 5.031], [-0.291, 7.885, 1.768], [0.631, 6.457, 2.276], [-0.739, 6.283, 1.150], [-0.914, 4.667, 2.962], [-2.327, 5.167, 3.906], [-0.606, 4.342, 5.397], [-0.848, 6.075, 5.674], [1.394, 6.971, 6.116], [0.742, 7.590, 4.575], [2.381, 6.911, 4.641], [5.450, 0.679, 5.267], [5.367, 1.642, 4.234], [4.636, 1.197, 3.104], [3.232, 1.755, 3.082], [2.449, 1.248, 4.153], [2.310, 2.166, 5.225], [5.857, 1.175, 6.146], [4.468, 0.268, 5.514], [6.122, -0.138, 4.982], [4.604, 0.102, 3.075], [5.168, 1.544, 2.212], [2.746, 1.447, 2.150], [3.256, 2.848, 3.106], [1.656, 2.997, 4.944], [3.277, 2.565, 5.540], [1.861, 1.628, 6.059], [-2.902, -3.994, 1.264], [-3.997, -3.443, 0.555], [-4.966, -4.407, 0.172], [-6.165, -4.390, 1.092], [-5.826, -4.813, 2.402], [-5.677, -3.744, 3.320], [-2.326, -3.166, 1.675], [-3.234, -4.637, 2.082], [-2.258, -4.568, 0.587], [-4.524, -5.407, 0.151], [-5.293, -4.159, -0.842], [-6.916, -5.086, 0.706], [-6.609, -3.390, 1.112], [-6.651, -3.307, 3.565], [-5.020, -2.964, 2.928], [-5.239, -4.153, 4.228]],
  "energy_ha": -3045.88118,
  "orbital_gap_ha": 0.348,
  "smiles": "O=C1CC[C@@H](CCCCl)O1.COCCOC.COCCOC.COCCOC.COCCOC.COCCOC.COCCOC.COCCOC",
  "homo_energy_ev": -8.97
}

{
  "formula": "C20H28AuNO4S2Se2",
  "method": "wB97M-V/def2-TZVPD",
  "species": ["Au", "O", "S", "C", "C", "C", "C", "S", "O", "C", "C", "C", "C", "C", "C", "C", "C", "C", "C", "C", "C", "H", "H", "H", "H", "H", "H", "H", "H", "H", "H", "H", "H", "H", "H", "H", "H", "H", "H", "C", "Se", "C", "C", "Se", "C", "H", "H", "H", "H", "H", "H", "H", "H", "H", "H", "O", "N", "O"],
  "xyz": [[-1.914, -0.560, -0.483], [-1.994, -0.776, 1.660], [-0.935, -0.565, 2.767], [0.492, -1.592, 2.278], [1.884, -1.098, 2.681], [2.635, -0.319, 1.598], [3.219, -1.222, 0.503], [2.531, -1.043, -1.150], [1.025, -1.212, -1.010], [2.858, 0.691, -1.392], [4.181, 1.081, -1.571], [4.466, 2.418, -1.791], [3.437, 3.351, -1.851], [2.120, 2.947, -1.695], [1.826, 1.608, -1.467], [-0.338, 1.099, 2.666], [0.332, 1.577, 3.787], [0.849, 2.863, 3.765], [0.669, 3.665, 2.647], [-0.048, 3.195, 1.554], [-0.559, 1.907, 1.561], [0.383, -1.696, 1.194], [0.266, -2.548, 2.752], [2.474, -1.968, 2.971], [1.821, -0.480, 3.576], [3.461, 0.212, 2.069], [1.991, 0.452, 1.165], [3.109, -2.286, 0.728], [4.285, -1.043, 0.349], [4.984, 0.353, -1.555], [5.492, 2.731, -1.929], [3.665, 4.392, -2.034], [1.320, 3.672, -1.763], [0.800, 1.284, -1.349], [0.430, 0.964, 4.675], [1.375, 3.244, 4.630], [1.064, 4.672, 2.638], [-0.223, 3.839, 0.703], [-1.160, 1.563, 0.727], [-3.565, -0.052, -3.692], [-1.918, -0.774, -2.964], [-2.380, -2.671, -2.934], [-3.658, -3.005, -2.194], [-3.627, -2.589, -0.288], [-2.386, -3.954, 0.291], [-3.711, -0.502, -4.672], [-3.409, 1.019, -3.806], [-4.417, -0.240, -3.047], [-1.499, -3.139, -2.494], [-2.449, -2.991, -3.975], [-3.867, -4.074, -2.270], [-4.524, -2.474, -2.585], [-2.828, -4.917, 0.044], [-2.298, -3.851, 1.369], [-1.418, -3.832, -0.190], [-5.519, 0.201, -0.811], [-4.970, 1.119, -0.306], [-3.826, 1.356, -0.077]],
  "energy_ha": -6868.80723,
  "total_charge": 2,
  "orbital_gap_ha": [0.302, 0.177],
  "spin_multiplicity": 3,
  "s2": 2.0127,
  "homo_energy_ev": [-13.87, -13.87]
}

{
  "formula": "C5H12",
  "method": "wB97M-V/def2-TZVPD",
  "species": ["C", "C", "C", "C", "C", "H", "H", "H", "H", "H", "H", "H", "H", "H", "H", "H", "H"],
  "xyz": [[-1.624, 1.167, -0.723], [-0.063, 0.830, -0.624], [0.280, -0.537, -0.050], [1.827, -0.745, -0.033], [-0.305, -0.805, 1.300], [-1.794, 2.070, -1.254], [-2.188, 1.317, 0.181], [-2.066, 0.316, -1.240], [0.432, 0.976, -1.588], [0.416, 1.610, 0.034], [-0.090, -1.296, -0.766], [2.259, -0.149, 0.832], [2.262, -0.354, -0.994], [2.070, -1.820, 0.093], [0.070, -1.719, 1.714], [-0.044, 0.098, 1.891], [-1.442, -0.956, 1.226]],
  "energy_ha": -197.69004,
  "orbital_gap_ha": 0.445,
  "smiles": "CCC(C)C",
  "homo_energy_ev": -10.86
}

{
  "formula": "CH2FNOS",
  "method": "wB97M-V/def2-TZVPD",
  "species": ["O", "C", "N", "S", "H", "F", "H"],
  "xyz": [[-1.140, 1.947, -0.189], [-0.156, 1.381, -0.025], [0.902, 0.917, 0.175], [2.362, 0.334, -0.301], [2.428, -0.775, 0.413], [-2.152, -0.389, -0.595], [-2.696, 0.233, -0.933]],
  "energy_ha": -667.32418,
  "orbital_gap_ha": 0.362,
  "smiles": "O=C=NS.F",
  "homo_energy_ev": -9.20
}

{
  "formula": "ClHN2O",
  "method": "wB97M-V/def2-TZVPD",
  "species": ["N", "N", "O", "Cl", "H"],
  "xyz": [[-1.531, 1.661, 0.674], [-1.233, 0.684, 0.232], [-1.104, -0.410, -0.117], [1.970, -0.460, -0.083], [1.898, -1.475, -0.706]],
  "energy_ha": -645.47789,
  "orbital_gap_ha": 0.462,
  "smiles": "N#[N+][O-].Cl",
  "homo_energy_ev": -11.57
}